[1]
An isolated ion of composition C2H2N3O2 and charge -1. Source: the Open Molecules 2025 dataset; level of theory: ωB97M-V/def2-TZVPD.

```
9
Properties=species:S:1:pos:R:3:nbo_charge:R:1
C 0.65 1.71 -2.26 -0.237
C -0.51 -1.34 1.24 0.819
N 0.29 0.84 -1.42 -0.106
N -0.05 0.47 -0.28 -0.088
N -0.76 -0.69 0.12 -0.548
O 0.74 -1.02 1.87 -0.788
O -1.18 -2.24 1.68 -0.676
H -0.13 2.27 -2.78 0.149
H 0.95 -0.01 1.84 0.475
```

Results
HOMO level: -3.524 eV
Relative energy (zero: lowest compared OMol25 entry of this formula, charge and spin): 97.5 kcal per mole
E_tot: -10668.570 eV
Kohn-Sham gap: 7.585 eV
Total charge: -1

***

[2]
C5H8N2 in the gas phase. Source: the Open Molecules 2025 dataset; level of theory: ωB97M-V/def2-TZVPD.

```
15
Properties=species:S:1:pos:R:3:nbo_charge:R:1
N 1.28 2.59 0.92 -0.330
C 1.11 1.47 0.71 0.260
C 0.87 0.03 0.42 -0.147
N 2.03 -0.67 -0.12 -0.795
C -0.31 -0.10 -0.53 -0.225
C -1.64 0.45 -0.13 -0.415
C -1.44 -1.04 -0.23 -0.406
H 0.62 -0.45 1.38 0.230
H 2.81 -0.64 0.53 0.368
H 2.34 -0.23 -0.98 0.361
H -0.03 0.02 -1.57 0.221
H -1.74 0.88 0.87 0.220
H -2.23 0.95 -0.89 0.224
H -1.89 -1.57 -1.06 0.221
H -1.39 -1.60 0.70 0.214
```

Results
HOMO level: -10.345 eV
Relative energy (zero: lowest compared OMol25 entry of this formula, charge and spin): 29.7 kcal per mole
E_tot: -8293.707 eV
Kohn-Sham gap: 11.282 eV
Total charge: 0
Structure (SMILES): N#C[C@H](N)C1CC1